(1)
A cluster of 3 separate species, C16H22BF16O5 in total, computed with the ωB97M-V functional and the def2-TZVPD basis.

XYZ file:
```
60
Properties=species:S:1:pos:R:3:forces:R:3:nbo_charge:R:1
C -5.58800 0.09482 2.01597 -0.04 -0.01 -0.01 -0.61
C -4.76131 -0.28056 0.78042 -0.09 -0.05 0.06 -0.44
C -3.30589 -0.60793 1.10055 0.16 -0.03 -0.21 -0.05
O -2.62048 0.35768 1.85854 -0.07 0.02 0.04 -0.57
C -2.71671 1.70139 1.32700 -0.07 0.10 0.06 -0.34
B -2.33300 2.00719 -0.22057 -0.12 -0.15 -0.08 0.59
O -1.04427 2.78875 -0.36534 0.10 0.00 -0.08 -0.76
C -1.23800 3.69401 -1.42769 -0.08 -0.12 0.11 -0.08
C -2.70985 3.52963 -1.86304 0.08 0.17 0.03 -0.08
O -3.35539 2.95612 -0.77317 0.13 -0.16 0.05 -0.72
H -5.14094 -0.32919 2.91922 -0.06 -0.01 -0.02 0.20
H -6.61796 -0.26597 1.93940 0.05 0.01 0.00 0.19
H -5.63597 1.17592 2.15829 0.08 -0.05 0.01 0.21
H -4.80342 0.51093 0.02751 0.00 -0.02 0.05 0.23
H -5.18071 -1.18167 0.31580 0.02 0.06 -0.02 0.19
H -2.77630 -0.78261 0.15616 -0.09 -0.05 0.04 0.18
H -3.26703 -1.53540 1.68469 0.01 0.07 0.06 0.16
H -3.74981 2.05213 1.48178 0.09 0.06 0.03 0.15
H -2.08531 2.30075 1.99207 0.00 -0.05 -0.03 0.18
H -2.28289 0.98443 -0.94827 0.05 0.14 0.08 -0.17
H -0.56208 3.46369 -2.25663 -0.09 0.18 -0.05 0.15
H -1.05267 4.72501 -1.08569 0.09 -0.05 -0.02 0.13
H -2.75663 2.87098 -2.74709 -0.06 0.03 -0.01 0.13
H -3.15988 4.49950 -2.11163 -0.05 -0.08 -0.09 0.15
C 3.11975 3.46948 -0.89031 -0.13 0.25 0.15 -0.13
C 2.57041 2.45784 -1.90537 0.02 -0.05 0.20 0.60
C 1.94304 1.19129 -1.31840 -0.19 0.09 0.00 0.49
F 2.90722 0.49411 -0.65799 0.01 -0.04 0.07 -0.35
F 1.50453 0.40824 -2.33180 0.03 -0.03 -0.03 -0.33
F 3.51893 2.12876 -2.81451 0.04 0.02 0.00 -0.32
F 1.57071 3.10535 -2.55361 0.14 -0.02 -0.23 -0.32
O 4.52347 3.41744 -0.67330 0.10 -0.32 -0.35 -0.51
C 5.08280 2.75167 0.36418 0.09 0.11 0.20 0.85
C 6.15753 1.76361 -0.12162 -0.04 0.10 0.01 0.51
F 5.61531 0.82749 -0.92095 -0.01 -0.01 -0.02 -0.32
F 6.70273 1.14285 0.95101 0.01 0.00 0.00 -0.33
F 4.18830 2.14588 1.15530 -0.05 -0.06 -0.01 -0.31
F 5.75016 3.65721 1.14115 -0.07 -0.01 0.02 -0.34
H 2.94572 4.44259 -1.34466 0.00 0.02 0.05 0.22
H 2.55349 3.41861 0.03925 0.00 -0.06 -0.02 0.23
H 1.10598 1.43146 -0.65294 -0.04 0.00 -0.03 0.21
H 6.93642 2.30463 -0.66171 0.00 -0.02 -0.03 0.14
C 0.06311 -3.96286 -0.90613 0.03 -0.06 -0.31 -0.13
C -0.07090 -2.66688 -0.09686 0.13 0.06 0.07 0.60
C 1.21056 -2.04948 0.47003 -0.01 0.07 -0.03 0.52
F 1.75174 -2.88196 1.39428 0.04 -0.02 -0.02 -0.34
F 0.88449 -0.89380 1.07561 0.08 0.01 0.06 -0.31
F -0.95032 -2.82538 0.90660 -0.15 -0.09 -0.03 -0.30
F -0.54949 -1.74473 -0.97433 -0.05 -0.02 0.01 -0.31
O -0.20009 -5.16176 -0.19380 -0.14 0.17 0.41 -0.51
C 0.77988 -5.91654 0.35421 0.05 -0.21 -0.10 0.85
C 0.51894 -6.18332 1.84650 -0.04 -0.02 -0.11 0.51
F 0.51153 -5.03262 2.53674 0.00 0.02 0.00 -0.31
F 1.51592 -6.96534 2.32790 0.00 -0.02 0.01 -0.33
F 2.00945 -5.41135 0.16108 0.06 0.08 0.03 -0.32
F 0.76206 -7.14335 -0.24789 0.05 0.06 -0.03 -0.34
H -0.72513 -3.90382 -1.65407 0.03 -0.04 -0.02 0.23
H 1.02452 -3.99937 -1.41795 0.00 0.03 0.05 0.21
H 1.94754 -1.84761 -0.31099 -0.01 -0.03 -0.01 0.15
H -0.43582 -6.69798 1.96710 -0.02 0.02 0.03 0.14
```
Positions in Å, forces in eV/Å.

LUMO energy = 2.49 eV
E = -2621.8758 Eh
Net charge = -1

---

(2)
A cluster of 3 separate species, C16H22BFNO4 in total, computed with the ωB97M-V functional and the def2-TZVPD basis.

XYZ file:
```
45
Properties=species:S:1:pos:R:3:forces:R:3:nbo_charge:R:1
C 2.39891 -1.96979 -0.54907 0.59 -0.06 -0.17 -0.24
O 1.93627 -3.30026 -0.92905 -0.78 0.38 0.25 -0.73
B 1.18170 -4.04036 -0.13327 0.76 -0.33 0.12 1.30
O 1.51180 -4.88578 0.85724 -0.26 0.70 0.03 -0.90
N -0.38266 -4.14083 -0.51977 0.04 -0.01 -0.60 -0.18
F -1.08673 -3.92517 0.65614 -0.02 -0.11 0.02 -0.18
C -0.88696 -3.24605 -1.62022 -0.11 -0.02 0.04 -0.26
C -1.36607 -1.88535 -1.14673 0.24 0.04 -0.51 -0.56
C -2.82611 -1.70768 -0.77293 -0.16 0.05 -0.05 0.78
O -3.36035 -0.65809 -0.94396 0.02 0.08 0.25 -0.51
O -3.49239 -2.73794 -0.21993 -0.39 0.00 -0.03 -0.65
H 1.68439 -1.21578 -0.86278 -0.16 -0.04 -0.06 0.20
H 2.57108 -1.91464 0.52138 -0.02 -0.05 0.11 0.20
H 3.33632 -1.81274 -1.06655 0.07 0.02 -0.05 0.23
H 1.39139 -4.59311 1.76880 0.06 -0.38 0.16 0.55
H -0.57772 -5.11902 -0.75400 -0.10 -0.08 0.09 0.43
H -1.65131 -3.77356 -2.18601 -0.11 -0.16 0.11 0.23
H -0.02920 -3.12658 -2.27566 0.13 -0.03 -0.01 0.27
H -1.24010 -1.21842 -1.99854 0.13 0.12 0.00 0.29
H -0.72770 -1.48056 -0.36258 -0.07 0.02 0.19 0.25
H -3.16933 -3.60219 -0.48393 0.16 -0.08 0.14 0.47
C 1.07331 2.54221 -1.66329 0.03 -0.04 0.02 -0.21
C 0.02680 1.66985 -1.39797 0.00 -0.06 -0.08 -0.26
C -1.24609 1.92925 -1.88821 0.00 -0.07 -0.02 -0.17
C -1.46948 3.06699 -2.65131 0.00 0.01 0.00 -0.22
C -0.42570 3.94027 -2.91788 0.02 0.01 0.00 -0.20
C 0.84519 3.67945 -2.42353 0.00 0.02 0.00 -0.21
H 2.06298 2.34050 -1.27364 0.02 0.01 0.01 0.21
H 0.20455 0.78492 -0.79543 0.00 0.04 0.07 0.18
H -2.06400 1.25301 -1.67522 -0.02 0.02 0.03 0.22
H -2.45934 3.27321 -3.03532 -0.02 0.01 0.00 0.22
H -0.60244 4.82706 -3.51103 0.00 0.02 -0.01 0.22
H 1.65687 4.36410 -2.62906 0.01 0.01 -0.01 0.22
C -0.16028 2.32579 2.08306 -0.06 -0.05 -0.03 -0.17
C 0.99776 3.07765 2.22071 0.03 -0.02 -0.02 -0.22
C 1.75806 2.97319 3.37701 0.02 0.00 0.00 -0.21
C 1.36228 2.11530 4.39402 0.01 -0.01 0.01 -0.21
C 0.20458 1.36253 4.25647 0.01 -0.02 0.00 -0.22
C -0.55766 1.46880 3.10071 0.01 -0.03 -0.01 -0.25
H -0.75614 2.41152 1.18393 -0.02 0.04 0.00 0.21
H 1.30341 3.74720 1.42723 -0.01 0.02 -0.01 0.22
H 2.65590 3.56617 3.48955 0.01 0.01 0.00 0.22
H 1.95218 2.03995 5.29770 0.01 0.00 0.02 0.22
H -0.10879 0.70227 5.05460 -0.01 0.00 0.02 0.21
H -1.46920 0.89273 2.99828 -0.03 0.02 0.01 0.21
```
Positions in Å, forces in eV/Å.

LUMO energy = -4.44 eV
E = -1103.0603 Eh
Net charge = +1

---

(3)
A structure of composition C16H22BN7Pb, computed with the ωB97M-V functional and the def2-TZVPD basis.

XYZ file:
```
47
Properties=species:S:1:pos:R:3:forces:R:3:nbo_charge:R:1
H 1.05693 3.41274 -0.25896 -0.13 -0.26 -0.40 0.20
N 0.37464 1.82152 -1.52420 0.73 0.46 -0.95 -0.40
B -0.03399 0.39017 -3.63924 -0.96 0.30 1.36 0.55
N 0.34543 1.70336 -2.91351 -0.13 0.73 1.30 -0.32
C 0.77965 2.84491 -3.47453 0.14 -1.13 -0.44 0.03
Pb 0.11676 0.18458 0.50039 -0.22 2.31 -4.32 1.36
H 0.84488 2.88905 -4.56546 -0.08 0.24 0.57 0.25
C 1.17940 3.69243 -2.47979 0.55 1.57 0.42 -0.34
H 1.59688 4.69405 -2.60991 -0.24 -0.51 0.10 0.25
C 0.92020 3.03159 -1.27603 -0.48 -0.38 -0.56 -0.05
H 0.13013 0.46485 -4.82234 0.16 -0.08 0.16 -0.01
C -0.67681 -2.00899 1.21452 -3.62 0.85 3.45 -0.96
H -0.61326 -1.88232 2.30836 -0.37 -1.04 -0.30 0.21
H 0.02064 -2.81010 0.92344 0.62 1.38 -1.43 0.34
H -1.67899 -2.18822 0.88390 -0.57 -1.98 0.23 0.26
N -1.50206 0.05237 -3.29611 -0.07 -0.16 1.24 -0.35
N 0.87392 -0.66338 -2.95361 0.21 -0.85 0.67 -0.29
N -1.92928 -0.11498 -1.97555 -0.34 -0.26 -0.76 -0.36
N 0.84786 -0.96418 -1.60894 0.74 -0.57 0.01 -0.38
C -2.49962 -0.22074 -4.14685 -0.10 -0.03 0.08 0.02
C 1.77529 -1.44230 -3.58228 -0.10 0.69 0.83 0.04
H -2.33329 -0.12394 -5.21580 -0.15 -0.09 0.28 0.24
H 1.94031 -1.31632 -4.64185 -0.07 -0.16 0.07 0.25
C -3.61746 -0.58663 -3.41738 -0.33 -0.09 -0.24 -0.34
C 2.40910 -2.22362 -2.63807 0.07 -0.44 0.59 -0.34
C -3.21195 -0.51041 -2.07759 0.72 0.27 -0.26 -0.04
C 1.78413 -1.92003 -1.41583 -0.06 0.25 -1.27 -0.07
H -4.59040 -0.86904 -3.81345 0.37 0.12 0.20 0.25
H 3.20093 -2.93129 -2.80458 -0.03 -0.10 -0.03 0.25
H -3.80513 -0.72879 -1.19337 0.18 0.12 -0.17 0.20
H 1.92710 -2.40561 -0.45514 0.01 0.22 -0.10 0.20
H -1.84444 -0.74391 1.47227 2.24 -1.41 -1.21 0.33
C 0.62159 0.45525 4.34604 -0.08 -0.25 -0.69 -0.72
C 1.86656 0.58697 3.57684 -1.42 -0.12 -2.39 0.55
C 3.15516 0.81508 4.12838 4.05 0.56 -0.94 -0.18
C 4.04723 0.89884 3.03649 -0.26 0.10 4.55 -0.17
C 3.26946 0.72430 1.86720 -2.10 -0.65 -1.18 0.55
C 3.78307 0.71899 0.49792 -0.52 0.68 0.10 -0.74
N 1.95138 0.53346 2.20351 0.74 -0.23 1.04 -0.66
H -0.24912 0.25811 3.71567 0.20 0.06 0.02 0.25
H 0.42958 1.39052 4.89663 0.23 -0.18 0.16 0.32
H 0.71701 -0.37293 5.06915 0.12 0.36 0.09 0.31
H 3.35594 0.88968 5.19148 0.19 0.03 -0.19 0.28
H 5.11776 1.02669 3.05626 0.05 0.09 0.11 0.28
H 4.53045 1.52402 0.39785 0.10 -0.42 0.05 0.31
H 4.25607 -0.24871 0.25095 0.11 0.14 0.21 0.33
H 2.99425 0.89681 -0.23418 -0.09 -0.13 -0.06 0.29
```
Positions in Å, forces in eV/Å.

LUMO energy (spin up / spin down) = -11.25 / -11.27 eV
E = -1223.0385 Eh
Net charge = +2

---

Number 1: F_max 0.48 eV/A. Number 2: F_max 0.91 eV/A. Number 3: F_max 5.08 eV/A.